Record 1
DFT (ωB97M-V/def2-TZVPD) results for a structure of composition C35H55N4OP2Sn in a non-equilibrium geometry.

Element x y z (Å)
C (2.374, -1.315, -1.249)
C (1.245, 0.509, -2.199)
C (3.265, -1.364, -2.321)
C (2.032, 0.440, -3.343)
C (3.076, -0.493, -3.398)
H (4.067, -2.106, -2.305)
H (1.815, 1.105, -4.181)
H (3.721, -0.546, -4.275)
N (1.476, -0.318, -1.156)
P (0.734, -2.636, 0.673)
P (0.045, 2.395, -0.397)
C (2.364, -2.388, -0.168)
H (2.669, -3.350, -0.612)
H (3.113, -2.146, 0.604)
C (0.076, 1.440, -2.066)
H (0.097, 2.213, -2.841)
C (-1.573, 3.378, -0.301)
C (1.564, 3.523, -0.317)
C (-0.314, -3.687, -0.500)
C (0.992, -3.443, 2.365)
C (-2.607, 2.489, 0.432)
H (-2.228, 2.140, 1.412)
H (-3.527, 3.084, 0.588)
H (-2.863, 1.597, -0.159)
C (-1.412, 4.679, 0.497)
H (-1.087, 4.484, 1.527)
H (-0.728, 5.392, 0.022)
H (-2.398, 5.164, 0.548)
C (-2.076, 3.686, -1.719)
H (-3.011, 4.267, -1.631)
H (-1.362, 4.293, -2.297)
H (-2.306, 2.765, -2.278)
C (1.652, 4.114, 1.113)
H (1.290, 3.407, 1.876)
H (2.707, 4.339, 1.335)
H (1.088, 5.051, 1.212)
C (2.825, 2.671, -0.551)
H (2.857, 1.799, 0.122)
H (2.908, 2.349, -1.597)
H (3.703, 3.304, -0.335)
C (1.467, 4.631, -1.386)
H (0.819, 4.367, -2.236)
H (1.119, 5.581, -0.955)
H (2.471, 4.821, -1.799)
C (-0.380, -3.826, 2.951)
H (-0.219, -4.285, 3.939)
H (-1.025, -2.943, 3.093)
H (-0.926, -4.558, 2.340)
C (1.630, -2.406, 3.310)
H (2.647, -2.138, 2.995)
H (1.015, -1.498, 3.396)
H (1.694, -2.865, 4.311)
C (1.927, -4.661, 2.251)
H (2.790, -4.460, 1.599)
H (2.314, -4.887, 3.255)
H (1.421, -5.568, 1.895)
C (-0.027, -3.287, -1.954)
H (1.004, -3.511, -2.255)
H (-0.702, -3.860, -2.608)
H (-0.231, -2.219, -2.110)
C (-1.796, -3.356, -0.191)
H (-2.094, -2.413, -0.690)
H (-2.432, -4.183, -0.562)
H (-1.995, -3.234, 0.890)
C (-0.013, -5.186, -0.327)
H (1.057, -5.401, -0.455)
H (-0.354, -5.593, 0.634)
H (-0.554, -5.729, -1.117)
Sn (-0.155, -0.127, 0.509)
C (2.311, 0.749, 2.197)
O (2.952, 0.987, 3.111)
N (-1.568, -0.189, -1.149)
C (-1.239, 0.492, -2.147)
C (-2.011, 0.386, -3.532)
C (-1.563, 1.438, -4.534)
C (-1.703, -0.989, -4.124)
C (-3.528, 0.508, -3.278)
H (-1.759, 2.456, -4.181)
H (-0.500, 1.329, -4.780)
H (-2.144, 1.285, -5.452)
H (-1.996, -1.791, -3.432)
H (-2.271, -1.114, -5.056)
H (-0.632, -1.094, -4.349)
H (-3.971, 1.201, -4.005)
H (-4.000, -0.475, -3.396)
H (-3.760, 0.862, -2.266)
N (0.383, -0.432, 8.109)
C (0.008, -0.170, 7.029)
C (-0.475, 0.153, 5.708)
C (-1.489, -0.611, 5.122)
C (-1.908, -0.249, 3.841)
N (-1.379, 0.789, 3.176)
C (-0.487, 1.583, 3.773)
C (0.004, 1.282, 5.037)
H (-1.949, -1.453, 5.644)
H (-2.682, -0.833, 3.332)
H (-0.120, 2.477, 3.250)
H (0.743, 1.929, 5.495)

## Properties
HOMO level (spin up / spin down) = -17.114 / -17.116 eV
total charge = +3
E_LUMO (spin up / spin down) = -11.38 / -11.38 eV



Record 2
DFT (ωB97M-V/def2-TZVPD) results for a structure of composition C35H56AuGeN2SSi.

Element x y z (Å)
Au (1.053, 0.020, 0.165)
C (0.941, -3.716, -0.821)
Ge (0.121, -2.273, 0.240)
C (0.116, -2.925, 2.099)
C (0.073, -4.289, 2.387)
C (0.073, -4.748, 3.698)
C (0.111, -3.843, 4.750)
C (0.150, -2.482, 4.484)
C (0.154, -2.033, 3.170)
C (-1.815, -2.161, -0.209)
C (-2.752, -2.385, 0.769)
C (-4.131, -2.161, 0.551)
C (-4.573, -1.689, -0.651)
C (-3.652, -1.458, -1.707)
C (-4.086, -0.972, -2.968)
C (-3.195, -0.766, -3.983)
C (-1.825, -1.039, -3.783)
C (-1.381, -1.490, -2.573)
C (-2.273, -1.712, -1.490)
H (0.236, -4.537, -0.956)
H (1.817, -4.091, -0.290)
H (1.261, -3.372, -1.804)
H (0.048, -5.012, 1.578)
H (0.046, -5.812, 3.899)
H (0.113, -4.198, 5.773)
H (0.187, -1.770, 5.300)
H (0.203, -0.967, 2.973)
H (-2.435, -2.738, 1.744)
H (-4.836, -2.360, 1.349)
H (-5.627, -1.501, -0.824)
H (-5.142, -0.777, -3.115)
H (-3.539, -0.403, -4.944)
H (-1.123, -0.884, -4.593)
H (-0.323, -1.678, -2.430)
C (3.879, -1.538, -1.360)
Si (3.452, -0.276, -0.023)
C (4.197, 1.401, -0.610)
C (5.669, 1.265, -1.029)
C (4.080, 2.471, 0.476)
C (3.407, 1.872, -1.839)
C (4.151, -0.902, 1.648)
C (3.520, -0.155, 2.829)
C (3.808, -2.392, 1.780)
C (5.674, -0.748, 1.722)
H (4.958, -1.698, -1.435)
H (3.522, -1.205, -2.337)
H (3.414, -2.501, -1.151)
H (6.324, 1.047, -0.185)
H (6.009, 2.208, -1.473)
H (5.813, 0.486, -1.778)
H (4.689, 2.231, 1.350)
H (3.044, 2.596, 0.808)
H (4.425, 3.438, 0.091)
H (3.476, 1.159, -2.665)
H (3.812, 2.827, -2.193)
H (2.351, 2.025, -1.605)
H (2.435, -0.275, 2.836)
H (3.739, 0.914, 2.805)
H (3.905, -0.555, 3.774)
H (2.734, -2.569, 1.700)
H (4.126, -2.755, 2.765)
H (4.315, -2.998, 1.026)
H (5.971, 0.301, 1.781)
H (6.180, -1.195, 0.862)
H (6.053, -1.247, 2.621)
C (-4.819, 2.795, 1.270)
C (-4.261, 2.329, 2.613)
C (-2.756, 2.066, 2.638)
C (-2.297, 0.825, 1.882)
N (-2.440, 0.927, 0.437)
C (-1.571, 1.534, -0.375)
S (-0.125, 2.254, 0.220)
N (-1.887, 1.575, -1.674)
C (-1.076, 2.175, -2.725)
C (-1.260, 3.684, -2.833)
C (-2.715, 4.121, -2.990)
C (-3.405, 3.531, -4.215)
H (-5.847, 3.142, 1.378)
H (-4.820, 2.003, 0.521)
H (-4.228, 3.623, 0.870)
H (-4.791, 1.428, 2.941)
H (-4.481, 3.094, 3.362)
H (-2.436, 1.940, 3.676)
H (-2.214, 2.934, 2.253)
H (-2.882, -0.043, 2.189)
H (-1.252, 0.612, 2.107)
H (-3.179, 0.383, 0.012)
H (-2.712, 1.071, -1.971)
H (-1.367, 1.681, -3.651)
H (-0.029, 1.931, -2.542)
H (-0.674, 4.028, -3.691)
H (-0.828, 4.152, -1.947)
H (-2.746, 5.211, -3.044)
H (-3.272, 3.848, -2.088)
H (-2.844, 3.752, -5.126)
H (-4.410, 3.938, -4.336)
H (-3.502, 2.445, -4.145)

## Properties
HOMO level (spin up / spin down) = -6.041 / -7.878 eV
multiplicity = 2
E_LUMO (spin up / spin down) = 0.27 / -0.68 eV



Record 3
DFT (ωB97M-V/def2-TZVPD) results for a structure of composition C35H56BF2IrN2O3P2S2.

Element x y z (Å)
Ir (-0.286, 0.262, -0.286)
C (-5.561, -2.406, 0.062)
C (-4.438, -2.316, -0.949)
C (-4.920, -2.379, -2.384)
O (-3.540, -3.427, -0.765)
P (-2.189, -3.308, 0.099)
S (-2.374, -3.189, 2.001)
S (-1.149, -1.858, -0.950)
O (-1.489, -4.669, -0.334)
C (-1.336, -5.047, -1.724)
C (-2.232, -6.238, -1.984)
C (0.135, -5.330, -1.946)
H (-6.236, -1.558, -0.060)
H (-5.169, -2.410, 1.079)
H (-6.129, -3.325, -0.090)
H (-3.864, -1.394, -0.809)
H (-5.394, -3.343, -2.577)
H (-4.084, -2.257, -3.073)
H (-5.646, -1.587, -2.574)
H (-1.644, -4.205, -2.350)
H (-1.947, -7.069, -1.339)
H (-2.140, -6.556, -3.024)
H (-3.271, -5.981, -1.784)
H (0.465, -6.134, -1.287)
H (0.725, -4.439, -1.734)
H (0.310, -5.632, -2.979)
C (4.467, 3.157, 0.038)
C (3.331, 3.343, 0.816)
C (2.455, 2.285, 1.018)
C (2.665, 1.031, 0.451)
C (1.728, -0.107, 0.687)
C (2.102, -1.382, 0.029)
C (3.203, -1.501, -0.763)
C (4.077, -0.419, -0.964)
C (3.826, 0.841, -0.341)
C (4.709, 1.919, -0.523)
H (5.161, 3.972, -0.122)
H (3.132, 4.303, 1.275)
H (1.588, 2.431, 1.647)
H (1.478, -2.244, 0.221)
H (3.429, -2.459, -1.215)
H (4.976, -0.538, -1.555)
H (5.596, 1.762, -1.128)
C (-2.557, 4.644, -0.539)
C (-1.440, 3.700, -0.086)
C (-0.889, 4.205, 1.252)
C (-0.290, 3.754, -1.095)
P (-2.017, 1.901, 0.075)
C (-3.271, 1.750, -1.273)
C (-2.779, 1.841, -2.577)
C (-3.618, 1.761, -3.676)
C (-4.980, 1.567, -3.502)
C (-5.486, 1.460, -2.217)
C (-4.643, 1.553, -1.117)
C (-2.913, 1.649, 1.701)
C (-1.929, 1.698, 2.881)
C (-3.420, 0.200, 1.684)
C (-4.048, 2.650, 1.964)
H (-2.146, 5.655, -0.605)
H (-3.384, 4.670, 0.170)
H (-2.953, 4.381, -1.517)
H (-0.368, 5.148, 1.072)
H (-0.176, 3.515, 1.700)
H (-1.681, 4.401, 1.971)
H (0.186, 4.736, -1.038)
H (-0.631, 3.613, -2.119)
H (0.477, 3.011, -0.868)
H (-1.718, 1.939, -2.741)
H (-3.201, 1.839, -4.672)
H (-5.639, 1.493, -4.357)
H (-6.545, 1.308, -2.060)
H (-5.091, 1.477, -0.141)
H (-0.996, 1.182, 2.660)
H (-2.385, 1.178, 3.726)
H (-1.693, 2.708, 3.204)
H (-2.589, -0.503, 1.630)
H (-4.101, -0.039, 0.876)
H (-3.937, 0.004, 2.626)
H (-3.661, 3.613, 2.292)
H (-4.670, 2.260, 2.774)
H (-4.693, 2.830, 1.108)
F (0.502, -1.423, 2.438)
B (1.129, -0.298, 2.087)
F (1.206, 0.627, 3.059)
C (-0.189, 0.176, -6.138)
N (-0.299, -0.293, -4.767)
C (-1.550, -0.972, -4.478)
C (0.362, 0.340, -3.749)
O (-0.185, 0.496, -2.641)
N (1.600, 0.803, -4.050)
C (2.499, 0.099, -4.946)
C (2.219, 1.828, -3.238)
H (-1.136, 0.631, -6.442)
H (0.026, -0.650, -6.820)
H (0.594, 0.922, -6.232)
H (-1.663, -1.804, -5.175)
H (-2.403, -0.295, -4.596)
H (-1.547, -1.350, -3.462)
H (2.040, -0.820, -5.298)
H (3.409, -0.156, -4.396)
H (2.777, 0.714, -5.807)
H (1.498, 2.224, -2.531)
H (2.572, 2.637, -3.882)
H (3.062, 1.425, -2.686)

## Properties
HOMO level (spin up / spin down) = -5.284 / -7.904 eV
multiplicity = 5
E_LUMO (spin up / spin down) = 0.28 / -1.25 eV



Record 4
DFT (ωB97M-V/def2-TZVPD) results for a structure of composition C35H56Br24ClNO4PS in a non-equilibrium geometry.

Element x y z (Å)
C (-3.091, -1.508, 0.368)
C (-2.640, -0.695, 1.101)
C (-1.956, 0.215, 2.051)
C (-0.989, -0.666, 2.916)
C (-1.575, -0.789, 4.367)
C (0.538, -0.278, 2.909)
C (1.280, -1.434, 2.169)
C (2.770, -1.227, 1.821)
C (3.663, -0.642, 2.943)
C (4.618, 0.400, 2.292)
S (5.829, -0.339, 1.171)
O (6.557, -1.332, 1.876)
O (6.621, 0.727, 0.691)
O (5.137, -1.021, -0.096)
C (0.889, 1.164, 2.419)
N (-0.320, 2.033, 2.149)
P (-1.102, 2.677, 3.682)
O (-0.295, 2.020, 4.910)
Cl (-0.654, 4.713, 3.613)
C (-1.295, 1.365, 1.227)
C (-0.607, 0.747, 0.083)
C (0.224, 0.318, -0.642)
C (-2.401, 2.360, 0.753)
C (-2.423, 2.658, -0.760)
C (-3.190, 1.619, -1.600)
C (-3.071, 1.878, -3.127)
C (-2.815, 0.581, -3.931)
C (-1.490, -0.082, -3.535)
C (-1.342, -1.565, -3.981)
C (0.165, -1.932, -3.900)
C (0.539, -2.746, -2.628)
C (1.792, -3.601, -2.959)
C (2.125, -4.659, -1.877)
C (1.974, -4.172, -0.416)
C (0.554, -4.474, 0.161)
H (-3.150, -2.285, -0.357)
H (-2.771, 0.653, 2.638)
H (-1.051, -1.676, 2.511)
H (-2.497, -0.216, 4.505)
H (-0.847, -0.521, 5.130)
H (-1.835, -1.836, 4.554)
H (0.872, -0.325, 3.949)
H (0.736, -1.743, 1.270)
H (1.229, -2.296, 2.850)
H (2.811, -0.523, 0.975)
H (3.174, -2.163, 1.422)
H (4.313, -1.400, 3.387)
H (3.117, -0.097, 3.716)
H (4.009, 1.097, 1.703)
H (5.185, 0.965, 3.033)
H (4.834, -1.915, 0.128)
H (1.556, 1.195, 1.557)
H (1.455, 1.669, 3.212)
H (0.025, 2.850, 1.616)
H (-0.937, 1.616, 5.514)
H (1.018, 0.077, -1.309)
H (-3.372, 1.946, 1.048)
H (-2.352, 3.336, 1.260)
H (-2.999, 3.588, -0.875)
H (-1.437, 2.882, -1.184)
H (-4.249, 1.768, -1.341)
H (-2.960, 0.591, -1.315)
H (-2.271, 2.609, -3.299)
H (-4.024, 2.283, -3.479)
H (-2.714, 0.905, -4.977)
H (-3.694, -0.067, -3.854)
H (-0.631, 0.522, -3.846)
H (-1.488, -0.126, -2.438)
H (-1.855, -2.140, -3.200)
H (-1.795, -1.760, -4.955)
H (0.792, -1.033, -3.878)
H (0.444, -2.547, -4.761)
H (-0.288, -3.361, -2.266)
H (0.865, -2.082, -1.814)
H (2.679, -2.975, -3.094)
H (1.541, -4.149, -3.874)
H (3.187, -4.912, -2.010)
H (1.576, -5.597, -2.014)
H (2.672, -4.767, 0.188)
H (2.278, -3.125, -0.288)
H (-0.128, -4.703, -0.658)
H (0.592, -5.364, 0.794)
H (0.235, -3.608, 0.749)
C (0.852, 4.962, -1.452)
Br (0.406, 4.734, 0.414)
Br (1.727, 3.409, -2.143)
Br (-0.684, 5.458, -2.493)
H (1.558, 5.781, -1.511)
C (4.939, 1.030, -2.196)
Br (3.239, 0.097, -2.268)
Br (6.406, -0.139, -2.613)
Br (4.926, 2.592, -3.307)
H (5.075, 1.374, -1.172)
C (-1.922, -7.349, -2.364)
Br (-0.965, -8.079, -0.862)
Br (-2.527, -5.550, -2.017)
Br (-0.893, -7.452, -3.989)
H (-2.805, -7.959, -2.505)
C (-1.598, -1.850, 8.470)
Br (-3.163, -2.912, 8.124)
Br (0.013, -2.728, 7.880)
Br (-1.760, -0.080, 7.707)
H (-1.523, -1.725, 9.541)
C (0.541, 4.910, -6.212)
Br (-1.128, 3.947, -6.293)
Br (2.036, 3.787, -6.681)
Br (0.490, 6.518, -7.272)
H (0.682, 5.212, -5.183)
C (1.545, 8.139, 2.540)
Br (3.063, 7.306, 1.685)
Br (2.013, 9.825, 3.340)
Br (0.050, 8.312, 1.329)
H (1.231, 7.483, 3.340)
C (-4.366, -10.138, 0.474)
Br (-2.900, -11.384, 0.375)
Br (-3.893, -8.553, 1.464)
Br (-5.052, -9.700, -1.276)
H (-5.164, -10.627, 1.016)
C (-3.153, 9.606, -1.315)
Br (-3.312, 9.826, -3.221)
Br (-4.475, 10.629, -0.360)
Br (-3.194, 7.741, -0.811)
H (-2.184, 9.991, -1.029)

## Properties
HOMO level = -11.717 eV
total charge = +1
E_LUMO = -2.81 eV



no.,E (eV)
1,-69578.141
2,-119107.887
3,-95530.111
4,-1760537.247